(1)
# C22H45N6O2S4SbSe2Si4W

C22H45N6O2S4SbSe2Si4W as an isolated structure (ωB97M-V with the def2-TZVPD basis set, OMol25).

Its multiplicity is 1. Its charge is -2. The calculation puts the HOMO-LUMO gap at 0.198 Eh. The HOMO energy is -1.465 eV. The value obtained for the LUMO energy is 0.14431 hartree.

Positions of all 87 atoms, in Å:
W1 0.10 -0.14 0.23
O1 4.65 2.59 2.56
C1 3.22 2.66 2.37
C2 2.44 1.87 3.42
C3 2.82 2.43 4.80
O2 2.20 1.75 5.89
C4 2.80 0.39 3.36
Se1 2.46 -0.58 1.70
C5 0.93 2.04 3.23
Se2 0.23 2.19 1.41
H1 4.91 1.72 2.25
H2 2.96 2.29 1.39
H3 2.95 3.72 2.42
H4 2.57 3.50 4.82
H5 3.90 2.34 4.95
H6 1.26 1.69 5.70
H7 2.30 -0.14 4.16
H8 3.88 0.26 3.52
H9 0.60 2.98 3.69
H10 0.39 1.21 3.70
S1 -2.14 -4.61 1.52
Sb1 -2.76 -2.43 1.08
S2 -1.36 -1.46 -0.96
S3 -1.15 -0.73 2.07
S4 -4.93 -2.21 1.77
N1 0.54 -3.44 1.01
C6 1.20 -3.20 -0.08
N2 1.70 -4.22 -0.80
C7 2.41 -3.89 -1.85
N3 2.84 -4.90 -2.67
N4 2.77 -2.64 -2.21
C8 2.20 -1.71 -1.47
N5 1.36 -1.88 -0.48
C9 2.54 -0.29 -1.75
C10 3.65 0.03 -2.49
C11 4.05 1.36 -2.57
C12 3.27 2.30 -1.92
C13 2.13 1.89 -1.25
N6 1.77 0.61 -1.15
H11 0.10 -4.35 1.14
H12 0.11 -2.67 1.52
H13 2.78 -5.82 -2.28
H14 3.61 -4.68 -3.28
H15 4.20 -0.78 -2.96
H16 4.93 1.65 -3.11
H17 3.52 3.35 -1.93
H18 1.48 2.59 -0.76
C14 -4.29 -0.18 -2.08
Si1 -3.57 1.34 -1.23
C15 -4.56 2.72 -2.07
C16 -4.07 1.42 0.57
Si2 -1.22 1.59 -1.30
Si3 -0.74 1.29 -3.61
C17 0.80 2.18 -4.28
C18 -2.13 1.90 -4.72
C19 -0.50 -0.52 -4.06
Si4 -1.10 3.99 -1.19
C20 -2.14 4.68 0.22
C21 -1.74 4.86 -2.75
C22 0.61 4.79 -1.10
H19 -5.38 -0.18 -1.92
H20 -3.88 -1.11 -1.70
H21 -4.10 -0.14 -3.15
H22 -5.62 2.44 -2.00
H23 -4.31 2.85 -3.12
H24 -4.44 3.69 -1.56
H25 -4.75 0.61 0.85
H26 -4.57 2.38 0.77
H27 -3.21 1.34 1.24
H28 1.04 3.09 -3.72
H29 0.62 2.46 -5.32
H30 1.68 1.53 -4.24
H31 -2.41 2.93 -4.48
H32 -3.03 1.29 -4.61
H33 -1.82 1.87 -5.77
H34 0.21 -1.00 -3.38
H35 -0.12 -0.63 -5.09
H36 -1.44 -1.07 -3.97
H37 -3.20 4.47 0.06
H38 -2.01 5.76 0.32
H39 -1.84 4.20 1.16
H40 -2.75 4.56 -3.04
H41 -1.08 4.67 -3.60
H42 -1.75 5.93 -2.55
H43 1.12 4.55 -0.16
H44 0.51 5.88 -1.17
H45 1.25 4.46 -1.93

Atomic partial charges in e from the Mulliken method, atoms 1 to 4: -0.0929 -0.6509 -0.8242 2.5842



(2)
# C5H8O

A single C5H8O molecule (ωB97M-V with the def2-TZVPD basis set, OMol25).

Its multiplicity is 1. The calculation puts the HOMO-LUMO gap at 0.346 Eh. The HOMO energy is -8.504 eV. The value obtained for the LUMO energy is 0.03351 hartree.

Positions of all 14 atoms, in Å:
O1 -1.69 0.62 0.54
C1 -1.52 1.91 0.47
C2 0.49 0.49 -0.77
C3 -0.68 -0.20 -0.10
C4 1.33 -0.74 -0.39
C5 0.30 -1.03 0.73
H1 -2.46 2.30 0.93
H2 0.38 0.81 -1.81
H3 0.77 1.36 -0.16
H4 -1.24 -0.85 -0.78
H5 1.32 -1.51 -1.17
H6 2.37 -0.56 -0.09
H7 0.05 -2.08 0.94
H8 0.58 -0.53 1.66

Atomic partial charges in e from the Mulliken method, atoms 1 to 4: -0.2517 -0.3793 -0.6375 0.1570



(3)
# C4H6N2O

A single C4H6N2O molecule (ωB97M-V with the def2-TZVPD basis set, OMol25).

The SMILES is [H]/N=C1\C=C(O)NC1. Its multiplicity is 1. The calculation puts the HOMO-LUMO gap at 0.318 Eh. The HOMO energy is -8.082 eV. The value obtained for the LUMO energy is 0.02070 hartree.

Positions of all 13 atoms, in Å:
H1 0.19 -1.33 2.70
N1 0.65 -0.54 2.26
C1 0.32 -0.35 1.04
C2 -0.58 -0.92 0.04
C3 -0.64 -0.02 -0.98
O1 -1.35 -0.04 -2.12
N2 0.11 1.10 -0.79
C4 0.96 0.86 0.36
H2 -1.21 -1.80 0.12
H3 -1.88 -0.84 -2.16
H4 0.46 1.59 -1.61
H5 0.98 1.67 1.09
H6 1.99 0.61 0.06

Atomic partial charges in e from the Mulliken method, atoms 1 to 4: 0.2279 -0.7093 0.4074 -0.5752



(4)
# C5H13NO

A 2-piece molecular cluster, C5H13NO overall (ωB97M-V with the def2-TZVPD basis set, OMol25).

The SMILES is C=NCCCC.O. Its multiplicity is 1. The calculation puts the HOMO-LUMO gap at 0.402 Eh. The HOMO energy is -9.995 eV. The value obtained for the LUMO energy is 0.03420 hartree.

Positions of all 20 atoms, in Å:
C1 -0.66 -1.10 1.61
N1 0.14 -0.84 0.67
C2 -0.31 -1.22 -0.69
C3 -1.31 -0.22 -1.33
C4 -0.80 1.22 -1.11
C5 0.54 1.51 -1.76
H1 -0.40 -0.88 2.64
H2 -1.64 -1.53 1.36
H3 0.54 -1.43 -1.33
H4 -0.86 -2.14 -0.47
H5 -2.29 -0.35 -0.89
H6 -1.34 -0.40 -2.39
H7 -0.67 1.28 -0.02
H8 -1.53 2.01 -1.30
H9 0.84 2.55 -1.87
H10 1.35 1.04 -1.20
H11 0.59 1.09 -2.77
O1 1.91 0.43 2.41
H12 1.43 -0.12 1.76
H13 2.82 0.41 2.16

Atomic partial charges in e from the Mulliken method, atoms 1 to 4: -0.3809 -0.4352 -0.9396 -0.5941



(5)
# C3H7N2P

A single C3H7N2P molecule (ωB97M-V with the def2-TZVPD basis set, OMol25).

Its multiplicity is 1. The calculation puts the HOMO-LUMO gap at 0.348 Eh. The HOMO energy is -8.626 eV. The value obtained for the LUMO energy is 0.03115 hartree.

Positions of all 13 atoms, in Å:
C1 0.19 -1.73 1.71
C2 -0.23 0.95 -0.38
C3 1.25 0.91 -0.55
N1 -0.28 -1.74 0.66
N2 -0.79 -1.74 -0.44
P1 -1.09 -0.34 -1.36
H1 -0.65 2.01 -0.56
H2 -0.08 -1.65 2.69
H3 -0.37 0.68 0.81
H4 1.63 1.63 0.13
H5 1.25 1.07 -1.62
H6 1.48 -0.13 -0.32
H7 -2.31 0.08 -0.76

Atomic partial charges in e from the Mulliken method, atoms 1 to 4: -0.1900 -0.5320 -1.0158 0.5077



(6)
# C4H6ClN

A single C4H6ClN molecule (ωB97M-V with the def2-TZVPD basis set, OMol25).

The SMILES is C[C@H](C#N)CCl. Its multiplicity is 1. The calculation puts the HOMO-LUMO gap at 0.433 Eh. The HOMO energy is -11.079 eV. The value obtained for the LUMO energy is 0.02546 hartree.

Positions of all 12 atoms, in Å:
C1 1.01 1.67 -0.58
C2 0.75 0.52 0.52
C3 1.31 -0.75 0.07
N1 1.58 -1.80 -0.26
C4 -0.64 0.26 1.01
Cl1 -1.68 -0.27 -0.38
H1 0.57 1.48 -1.58
H2 0.66 2.55 -0.06
H3 2.06 1.77 -0.76
H4 1.32 0.83 1.36
H5 -1.06 1.06 1.58
H6 -0.59 -0.66 1.63

Atomic partial charges in e from the Mulliken method, atoms 1 to 4: -1.2148 0.3076 0.1304 -0.3984



(7)
# C11H16ClO3OsP

C11H16ClO3OsP as an isolated structure (ωB97M-V with the def2-TZVPD basis set, OMol25).

Its multiplicity is 5. Its charge is +2. The calculation puts the HOMO-LUMO gap (spin up / spin down) at 0.252 / 0.216 Eh. The HOMO energy (spin up / spin down) is -14.612 / -17.257 eV. The value obtained for the LUMO energy (spin up / spin down) is -0.28499 / -0.41829 hartree. As for the expectation value of S²: 6.023.

Positions of all 33 atoms, in Å:
Cl1 1.95 -1.54 -2.97
C1 2.60 1.53 -0.39
C2 1.38 2.04 0.12
C3 0.48 2.19 -0.96
H1 1.18 2.28 1.15
C4 1.12 1.75 -2.15
C5 2.44 1.37 -1.79
H2 3.15 0.92 -2.45
H3 3.48 1.30 0.18
H4 -0.54 2.55 -0.90
C6 0.56 1.74 -3.52
Os1 0.85 -0.18 -0.65
C7 -0.66 -1.11 -1.46
O1 -1.62 -1.62 -1.89
C8 1.70 -1.77 0.11
O2 2.22 -2.74 0.48
H5 -0.51 1.52 -3.51
H6 1.05 0.97 -4.12
H7 0.69 2.70 -4.02
C9 -0.87 -0.45 3.56
P1 -1.25 -0.77 1.76
C10 -1.02 -2.59 1.41
C11 -2.95 -0.14 1.36
O3 -0.26 0.18 1.00
H8 0.17 -0.76 3.77
H9 -1.57 -1.04 4.19
H10 -0.99 0.63 3.78
H11 -1.75 -3.15 2.01
H12 -1.19 -2.83 0.35
H13 -0.01 -2.91 1.73
H14 -3.02 0.94 1.62
H15 -3.14 -0.27 0.28
H16 -3.70 -0.71 1.94

Atomic partial charges in e from the Mulliken method, atoms 1 to 4: 0.1185 -0.5820 -0.2633 -0.4871



(8)
# C2BrF3O

A single C2BrF3O molecule (ωB97M-V with the def2-TZVPD basis set, OMol25).

The SMILES is FC1(F)O[C@@]1(F)Br. Its multiplicity is 1. The calculation puts the HOMO-LUMO gap at 0.428 Eh. The HOMO energy is -11.098 eV. The value obtained for the LUMO energy is 0.02039 hartree.

Positions of all 7 atoms, in Å:
F1 -0.80 1.04 -1.30
C1 0.00 0.72 -0.30
F2 1.09 1.46 -0.33
O1 -0.66 0.41 0.87
C2 0.10 -0.65 0.31
F3 1.21 -0.94 1.06
Br1 -0.93 -2.05 -0.30

Atomic partial charges in e from the Mulliken method, atoms 1 to 4: -0.2045 0.8631 -0.1935 -0.3618